Record 1
The following is a quantum chemistry calculation of one molecule with the formula C3H3N3S, from the Open Molecules 2025 dataset.

Summary:
Multiplicity = 1
Gap between HOMO and LUMO = 6.94 eV
LUMO = -1.2 eV
Energy = -18463.52073 eV
SMILES = S=Nc1c[nH]cn1

Geometry as XYZ:
```
10
Properties=species:S:1:pos:R:3:forces:R:3
S 3.247264 -0.009575 -0.001518 -0.273 -0.217 -0.004
N 2.016873 -0.998334 0.000225 0.351 0.224 0.002
C 0.734746 -0.512642 -0.003799 -0.479 0.200 0.013
C 0.249029 0.789274 -0.005167 0.597 0.124 0.071
N -1.093083 0.680517 -0.003506 -0.191 -0.796 0.029
C -1.389541 -0.667831 0.002668 -0.917 0.073 -0.098
N -0.330284 -1.401404 -0.000360 0.426 0.003 -0.007
H 0.765964 1.737014 0.015901 -0.068 -0.154 -0.047
H -1.775713 1.410254 0.009064 -0.037 0.331 -0.008
H -2.425254 -1.027277 -0.013505 0.592 0.211 0.048
```
Forces are in eV/Å.

Löwdin population analysis, charges in e, atoms 1 to 6: atom 1 (S): 0.63, atom 2 (N): -0.44, atom 3 (C): -0.50, atom 4 (C): -0.06, atom 5 (N): 0.06, atom 6 (C): -0.19



Record 2
The following is a quantum chemistry calculation of a 2-piece molecular cluster, C2H7N2O2 overall, from the Open Molecules 2025 dataset.

Summary:
Multiplicity = 1
Total charge = -1
Gap between HOMO and LUMO = 8.51 eV
LUMO = 4.4 eV
Energy = -9264.59355 eV

Geometry as XYZ:
```
13
Properties=species:S:1:pos:R:3:forces:R:3
N 2.577067 1.136489 1.223718 -0.276 -0.059 0.367
C 1.302729 0.587347 0.726394 0.048 -0.132 0.099
O 0.798339 -0.320671 1.421976 -0.048 0.142 0.129
O 0.866374 1.103045 -0.318728 0.135 0.049 -0.344
H 2.708966 0.714740 2.137240 0.214 -0.134 -0.175
H 3.336622 0.847675 0.620159 -0.043 0.152 -0.114
C -2.089639 -0.526675 -0.461038 0.188 -0.244 -0.087
N -1.211464 -0.558460 -1.629466 -0.424 0.192 -0.324
H -1.541034 -0.642333 0.477693 -0.037 0.059 0.074
H -2.841938 -1.317026 -0.539272 -0.032 -0.003 -0.008
H -2.617906 0.422382 -0.449770 -0.097 0.172 0.107
H -0.416805 0.049061 -1.430232 0.153 -0.115 0.148
H -0.871310 -1.495575 -1.778673 0.219 -0.078 0.129
```
Forces are in eV/Å.

Löwdin population analysis, charges in e, atoms 1 to 6: atom 1 (N): 0.05, atom 2 (C): -0.83, atom 3 (O): -0.10, atom 4 (O): -0.09, atom 5 (H): 0.04, atom 6 (H): 0.04



Record 3
The following is a quantum chemistry calculation of one molecule with the formula C10H9NO2S2 in a non-equilibrium geometry, from the Open Molecules 2025 dataset.

Summary:
Multiplicity = 1
Gap between HOMO and LUMO = 7.89 eV
LUMO = -0.5 eV
Energy = -37772.13009 eV
SMILES = CCN1C(=O)S/C(=C/c2ccsc2)C1=O

Geometry as XYZ:
```
24
Properties=species:S:1:pos:R:3:forces:R:3
C 3.218354 1.953729 -0.854528 -0.067 -0.097 0.172
C 2.759305 1.429141 0.499470 0.134 0.298 -0.030
N 1.985218 0.206568 0.353368 0.101 0.604 0.141
C 2.622394 -0.996306 0.232253 -0.525 -0.699 -0.070
O 3.803501 -1.184646 0.262393 0.372 0.075 0.002
S 1.396346 -2.271406 0.030390 0.139 -0.084 -0.011
C 0.066221 -1.108658 0.115135 -0.467 -0.866 -0.126
C -1.205057 -1.563438 0.010811 1.072 0.199 0.065
C -2.473476 -0.903211 0.039895 -0.613 0.569 0.044
C -3.680785 -1.662861 -0.099670 0.080 0.120 0.018
C -4.793966 -0.901812 -0.051622 -0.155 0.471 0.047
S -4.419181 0.769752 0.164479 0.218 -0.582 -0.059
C -2.749607 0.437440 0.190844 -0.231 0.028 -0.007
C 0.603049 0.242153 0.296975 -0.026 0.214 0.062
O -0.014264 1.279872 0.399037 -0.037 0.085 -0.032
H 3.853780 1.220552 -1.345810 0.058 -0.021 -0.056
H 3.784464 2.870464 -0.717374 0.071 0.108 -0.039
H 2.359981 2.163868 -1.488656 -0.049 0.045 -0.061
H 2.108024 2.153964 0.993120 0.139 -0.130 0.001
H 3.619604 1.202933 1.133148 -0.148 0.022 -0.018
H -1.287747 -2.636902 -0.120385 0.006 -0.077 -0.009
H -3.690300 -2.730268 -0.229341 -0.027 -0.215 -0.026
H -5.818034 -1.207408 -0.129342 -0.195 -0.133 -0.023
H -2.047833 1.236483 0.315419 0.150 0.066 0.014
```
Forces are in eV/Å.

Löwdin population analysis, charges in e, atoms 1 to 6: atom 1 (C): -0.06, atom 2 (C): -0.17, atom 3 (N): -0.03, atom 4 (C): -0.73, atom 5 (O): 0.06, atom 6 (S): 1.08



Record 4
The following is a quantum chemistry calculation of one molecule with the formula C27H35N3O3, from the Open Molecules 2025 dataset.

Summary:
Multiplicity = 1
Gap between HOMO and LUMO = 9.00 eV
LUMO = 0.6 eV
Energy = -39180.78866 eV
SMILES = CN(CC1CCOCC1)C(=O)C[C@@H]1C(=O)NCCN1CC(c1ccccc1)c1ccccc1

Geometry as XYZ:
```
68
Properties=species:S:1:pos:R:3:forces:R:3
C -2.360638 -2.485971 1.087425 0.383 -0.120 0.179
N -2.902762 -1.960321 -0.144618 -0.224 -0.038 0.062
C -4.341193 -1.823935 -0.280857 -0.273 0.421 -0.341
C -4.857027 -0.416582 0.047031 -0.140 -0.380 0.162
C -6.352986 -0.321920 -0.262459 0.212 0.387 0.081
C -6.871326 1.066803 0.113882 -0.179 -0.251 -0.244
O -6.640652 1.365398 1.469620 -0.109 0.017 0.098
C -5.265280 1.336363 1.779680 0.277 -0.203 0.218
C -4.635608 -0.030414 1.510142 -0.094 0.335 -0.194
C -2.144437 -1.513641 -1.165247 0.166 -0.373 -0.183
O -2.644796 -1.011184 -2.163877 -0.098 0.105 -0.232
C -0.639442 -1.681805 -1.061603 -0.020 0.064 0.016
C 0.055527 -0.561449 -0.218871 -0.109 -0.166 0.077
C -0.931093 0.518060 0.222344 0.368 -0.057 0.229
O -1.437867 0.535626 1.330068 -0.072 -0.019 0.349
N -1.128808 1.471148 -0.694230 -0.224 0.548 -0.111
C -0.631075 1.346618 -2.043690 0.144 -0.299 -0.433
C 0.839897 0.910530 -2.035765 0.072 0.266 -0.146
N 1.147937 0.100875 -0.877639 0.039 -0.014 -0.133
C 2.409931 -0.603499 -0.906824 0.002 0.026 0.397
C 3.249049 -0.200424 0.324772 0.007 0.000 -0.303
C 4.527244 -0.981683 0.494643 -0.050 -0.118 0.120
C 5.131942 -0.985311 1.748243 0.023 -0.051 -0.022
C 6.321084 -1.655280 1.963769 0.000 0.033 0.102
C 6.929788 -2.339053 0.924512 0.078 -0.057 -0.062
C 6.339384 -2.342053 -0.325989 0.138 -0.073 -0.040
C 5.148998 -1.666786 -0.540929 -0.128 0.044 0.018
C 3.518765 1.284422 0.233241 -0.063 0.008 0.145
C 2.624095 2.184148 0.798223 0.039 0.017 0.005
C 2.819327 3.547178 0.662782 -0.065 0.094 0.037
C 3.914519 4.027045 -0.034961 0.025 0.104 -0.033
C 4.811906 3.135938 -0.598340 0.053 0.071 -0.086
C 4.612596 1.772924 -0.468866 -0.023 -0.025 0.005
H -1.739012 -3.365263 0.899738 -0.037 -0.034 0.069
H -3.182413 -2.783614 1.733043 0.014 0.004 -0.006
H -1.772089 -1.731613 1.611527 -0.031 -0.047 0.072
H -4.824851 -2.563545 0.360330 0.020 0.002 0.010
H -4.589814 -2.042385 -1.324394 -0.050 -0.051 0.153
H -4.317537 0.289183 -0.593736 0.009 -0.005 -0.020
H -6.538951 -0.505227 -1.321447 -0.047 -0.045 -0.071
H -6.892888 -1.070667 0.321504 -0.071 -0.070 -0.001
H -7.952825 1.130994 -0.025813 0.095 0.040 -0.073
H -6.384695 1.823286 -0.523454 -0.055 -0.025 0.024
H -5.193662 1.594546 2.837843 0.071 0.043 -0.089
H -4.736589 2.103577 1.191611 -0.010 -0.007 0.047
H -3.572634 0.025937 1.740525 0.006 -0.044 0.048
H -5.106808 -0.771119 2.160242 -0.042 -0.079 0.080
H -0.251912 -1.632548 -2.080802 -0.105 -0.036 0.063
H -0.393540 -2.660139 -0.651127 0.036 -0.016 -0.018
H 0.451801 -1.010105 0.697699 -0.163 0.154 -0.044
H -1.776077 2.212035 -0.471055 0.018 -0.126 0.108
H -0.726253 2.310590 -2.544314 0.019 -0.077 0.043
H -1.244240 0.615412 -2.584823 0.128 0.197 0.022
H 1.050714 0.385088 -2.982224 -0.045 0.059 0.059
H 1.490832 1.793149 -1.992952 -0.026 -0.056 -0.113
H 2.263752 -1.692062 -0.912745 0.041 -0.008 -0.117
H 2.945631 -0.321902 -1.815691 0.007 -0.090 -0.009
H 2.627411 -0.372378 1.210546 0.023 -0.007 -0.046
H 4.661668 -0.449901 2.560986 -0.059 0.067 0.087
H 6.774446 -1.645137 2.944188 0.032 0.000 0.080
H 7.858481 -2.865102 1.088913 0.070 -0.043 0.011
H 6.807935 -2.870796 -1.143591 0.035 -0.041 -0.057
H 4.711751 -1.680924 -1.527586 -0.069 -0.002 -0.109
H 1.765129 1.815155 1.339254 -0.084 -0.059 0.071
H 2.114783 4.236721 1.104827 -0.055 0.055 0.045
H 4.069528 5.091079 -0.138446 0.014 0.080 0.001
H 5.669709 3.503624 -1.142760 0.068 0.028 -0.038
H 5.316189 1.082281 -0.911461 0.091 -0.056 -0.021
```
Forces are in eV/Å.

Löwdin population analysis, charges in e, atoms 1 to 6: atom 1 (C): -0.03, atom 2 (N): -0.08, atom 3 (C): -0.12, atom 4 (C): -0.30, atom 5 (C): -0.13, atom 6 (C): -0.22



Record 5
The following is a quantum chemistry calculation of a 4-piece molecular cluster, C16H24O12 overall in a non-equilibrium geometry, from the Open Molecules 2025 dataset.

Summary:
Multiplicity = 1
Gap between HOMO and LUMO = 11.02 eV
LUMO = 0.5 eV
Energy = -41548.96502 eV
SMILES = C[C@H]1COC(=O)O1.C[C@H]1COC(=O)O1.C[C@H]1COC(=O)O1.C[C@H]1COC(=O)O1

Geometry as XYZ:
```
52
Properties=species:S:1:pos:R:3:forces:R:3
C -3.725520 -0.654359 -6.469186 0.171 -0.907 -1.203
C -3.796050 -2.084089 -7.200386 -0.184 2.742 2.566
C -5.114230 -2.210049 -7.989906 1.070 -0.772 -0.574
O -4.654750 -2.835859 -9.221816 0.521 -0.551 0.835
C -3.321330 -2.808449 -9.254666 4.133 0.448 -4.809
O -2.642620 -3.106159 -10.296096 -3.077 0.953 5.135
O -2.735200 -2.174849 -8.133786 -1.928 -1.492 -1.992
H -4.235800 -0.540839 -5.512716 -0.362 -0.516 -0.188
H -4.155970 0.028831 -7.201346 0.152 0.391 0.258
H -2.694150 -0.367369 -6.264146 0.075 -0.184 -0.266
H -3.617870 -2.817369 -6.413846 -0.424 -0.473 -0.296
H -5.550100 -1.285059 -8.367406 -0.055 0.184 0.750
H -5.825390 -2.863879 -7.485086 -0.087 0.178 -0.214
C -7.623340 6.962341 -1.378476 -0.270 0.572 0.756
C -6.274890 6.240401 -1.459316 -0.559 2.594 -0.327
C -5.142670 6.854581 -0.523766 -1.238 -0.974 -1.799
O -4.451290 5.642761 -0.189386 0.853 0.358 0.693
C -5.250460 4.589431 -0.347056 0.911 -4.390 0.282
O -4.978770 3.389971 -0.102636 -0.817 4.617 -0.532
O -6.394320 4.984681 -0.906906 -0.846 -1.871 0.266
H -7.771720 7.875021 -1.955616 0.999 0.223 -0.103
H -7.733030 7.243741 -0.331156 -0.518 -0.013 0.063
H -8.517740 6.434821 -1.709966 0.399 -0.868 0.253
H -6.047160 6.168501 -2.522836 0.776 -0.157 0.018
H -5.625840 7.297771 0.346994 0.313 0.020 0.128
H -4.475140 7.533991 -1.053746 0.002 -0.115 0.298
C 1.956520 -1.451149 1.978594 1.038 -1.027 0.189
C 1.561060 -2.859189 1.389504 -0.614 2.560 -0.467
C 0.208590 -2.766059 0.725674 -2.036 0.914 -0.322
O 0.291730 -3.236589 -0.641136 -0.018 -0.973 1.979
C 1.546950 -3.592399 -0.799426 2.008 -0.675 -3.853
O 1.930040 -4.067109 -1.868856 -0.187 0.926 3.123
O 2.353060 -3.197959 0.247804 0.251 -1.032 -0.143
H 2.772650 -1.591789 2.687304 0.346 -0.084 -0.175
H 1.233500 -0.929639 2.605774 -0.659 -0.383 -0.434
H 2.321540 -0.776439 1.204244 -0.235 -0.122 -0.138
H 1.546510 -3.582589 2.204714 0.465 -0.406 -0.432
H -0.155730 -1.770419 0.472534 0.064 0.355 1.258
H -0.501160 -3.316429 1.343294 -0.432 -0.047 -0.581
C 9.134280 -2.072269 6.096324 -0.786 0.262 0.283
C 8.443910 -2.027729 7.481024 -0.463 -0.321 -2.295
C 9.267960 -2.583749 8.554404 0.683 -2.332 -0.337
O 8.960520 -1.768389 9.614024 1.408 -0.396 3.471
C 8.456050 -0.622149 9.180264 -0.608 2.511 6.606
O 8.124830 0.341491 9.849694 0.988 -1.406 -0.341
O 8.256080 -0.736629 7.989804 -1.541 1.934 -8.364
H 9.030830 -3.092939 5.728024 0.040 0.018 -0.129
H 10.190230 -1.802609 6.077414 0.022 -0.057 0.538
H 8.665840 -1.388599 5.388344 -0.297 -0.158 0.047
H 7.431550 -2.429419 7.437784 0.034 -0.391 -0.270
H 10.284700 -2.565039 8.161974 0.563 0.328 0.896
H 9.043290 -3.612709 8.835174 -0.042 0.008 -0.106
```
Forces are in eV/Å.

Löwdin population analysis, charges in e, atoms 1 to 6: atom 1 (C): -0.01, atom 2 (C): -0.31, atom 3 (C): -0.06, atom 4 (O): 0.06, atom 5 (C): -0.45, atom 6 (O): 0.07



Record 6
The following is a quantum chemistry calculation of an isolated ion of composition C6H8N and charge +1 in a non-equilibrium geometry, from the Open Molecules 2025 dataset.

Summary:
Multiplicity = 1
Total charge = +1
Gap between HOMO and LUMO (alpha / beta) = 7.55 / 6.49 eV
LUMO (alpha / beta) = -6.5 / -7.1 eV
Energy = -7827.37308 eV
SMILES = C#C[N+]1=C(CC)C1

Geometry as XYZ:
```
15
Properties=species:S:1:pos:R:3:forces:R:3
C 0.303571 0.521168 -3.119087 0.874 -0.569 3.014
C 0.538660 0.639316 -1.915201 -1.119 0.395 -3.043
N 0.828625 1.007932 -0.705878 -1.514 -2.178 7.288
C 0.242007 0.581158 0.748558 0.950 1.199 -5.921
C -0.548848 -0.424668 1.341587 0.650 -2.952 -1.120
C -0.357102 -1.860428 0.691531 -3.227 2.100 -0.796
C 0.525785 1.941267 0.469090 1.936 -0.234 -0.669
H 0.273025 0.019426 -4.044315 -0.283 0.178 -0.834
H -0.291409 -0.561581 2.338445 1.147 0.316 2.341
H -1.598107 -0.218216 1.521572 -0.502 0.779 -0.660
H -1.205308 -1.884770 -0.023483 0.663 -0.571 0.134
H -0.454176 -2.682519 1.345284 -0.195 -0.534 1.118
H 0.522556 -1.955624 0.162827 1.992 0.010 -1.066
H -0.269780 2.608747 0.338529 -1.093 1.354 0.236
H 1.490502 2.268793 0.850540 -0.278 0.706 -0.024
```
Forces are in eV/Å.

Löwdin population analysis, charges in e, atoms 1 to 6: atom 1 (C): 0.22, atom 2 (C): -0.16, atom 3 (N): 0.11, atom 4 (C): 0.11, atom 5 (C): -0.13, atom 6 (C): -0.02



Energy above the lowest of the compared OMol25 structures with the same formula, charge and spin, record by record: 36.0; 2.4; 6.6; 43.5; 78.5; 191.8 kcal/mol